C17H37OPbSSbSe4Si3 as an isolated structure at a distorted geometry, computed with the ωB97M-V functional and the def2-TZVPD basis.

CARTESIAN COORDINATES (ANGSTROEM)
1 Pb -0.210 1.443 -2.392
2 Se -0.741 4.138 -3.274
3 Se 1.427 3.757 -2.138
4 Se 2.851 2.467 -3.610
5 Se 2.369 0.250 -3.181
6 C 0.958 4.884 1.808
7 Si -0.565 3.868 2.242
8 C -0.761 3.578 4.031
9 C -1.983 4.735 1.323
10 Sb -0.524 1.626 0.991
11 Si 1.885 0.786 2.041
12 C 3.089 2.217 1.740
13 C 2.415 -0.909 1.384
14 C 1.542 0.631 3.882
15 Si -2.043 -0.357 1.600
16 C -1.112 -1.928 1.262
17 C -3.574 -0.272 0.417
18 C -2.658 -0.279 3.342
19 H 0.708 5.979 1.938
20 H 1.302 4.692 0.786
21 H 1.820 4.591 2.384
22 H -0.279 4.418 4.524
23 H -0.386 2.627 4.463
24 H -1.855 3.730 4.267
25 H -2.157 5.766 1.671
26 H -2.885 4.135 1.318
27 H -1.632 4.928 0.299
28 H 2.692 2.933 0.966
29 H 4.063 1.891 1.376
30 H 3.188 2.674 2.720
31 H 1.884 -1.045 0.416
32 H 2.111 -1.775 1.977
33 H 3.490 -0.919 1.219
34 H 1.385 1.562 4.386
35 H 2.369 0.065 4.305
36 H 0.643 0.068 4.103
37 H -0.834 -2.028 0.195
38 H -1.760 -2.790 1.469
39 H -0.259 -2.099 1.970
40 H -3.668 -1.336 0.042
41 H -3.397 0.311 -0.506
42 H -4.384 0.022 1.034
43 H -1.904 -0.135 4.139
44 H -3.303 -1.101 3.684
45 H -3.274 0.667 3.430
46 C 2.961 -5.248 -3.529
47 C 1.756 -4.364 -3.297
48 C 0.792 -4.636 -2.313
49 C -0.300 -3.779 -2.081
50 C -0.490 -2.663 -2.951
51 C 0.505 -2.349 -3.893
52 C 1.620 -3.204 -4.053
53 S -1.981 -1.768 -2.878
54 C -2.851 -2.274 -4.436
55 O -1.470 -0.360 -3.262
56 H 3.074 -5.669 -4.592
57 H 2.957 -6.150 -2.857
58 H 3.880 -4.694 -3.275
59 H 0.807 -5.548 -1.684
60 H -1.049 -4.071 -1.314
61 H 0.411 -1.517 -4.610
62 H 2.324 -3.037 -4.814
63 H -2.085 -2.717 -5.019
64 H -3.266 -1.452 -5.018
65 H -3.637 -2.964 -4.169

Force components x, y, z for each atom (eV/Å):
0.004 0.208 0.525
1.277 -0.337 0.505
-0.283 0.340 -0.805
-0.091 0.883 0.199
-0.181 -0.145 0.104
-0.286 0.392 -0.147
-0.280 -0.018 -1.733
-1.265 0.206 1.250
0.785 0.628 0.233
1.484 -0.653 -0.072
-1.362 0.221 -0.301
-0.637 -0.089 -0.982
-0.847 0.258 -0.745
0.072 -0.588 -0.351
-0.351 0.696 -0.608
0.548 -0.848 0.325
2.231 -1.689 -0.791
-0.715 1.175 1.399
0.418 -1.128 -0.123
-0.446 0.293 -0.121
0.252 0.236 0.634
0.270 0.091 0.369
-0.378 0.680 -0.422
0.968 -0.513 -0.080
-0.261 -0.397 0.364
-0.270 0.132 -0.088
-0.117 -0.556 0.031
0.385 -0.658 0.954
0.090 -0.100 0.125
0.188 0.435 -0.037
0.622 0.075 0.279
0.135 0.296 0.268
0.090 -0.131 -0.108
0.377 0.676 0.301
0.206 0.140 0.380
-0.230 -0.363 -0.239
0.296 0.157 0.591
-0.262 0.148 -0.054
-0.410 0.396 -0.931
-0.373 0.977 0.556
-0.304 0.122 0.718
-1.121 0.383 0.072
-0.026 -0.228 -0.585
0.090 0.047 -0.307
0.421 -0.913 -0.183
0.405 -1.431 -0.218
-0.129 -0.183 0.282
-0.579 -0.047 0.697
-0.111 -0.014 -1.025
1.193 -1.822 0.408
0.275 -0.616 -0.732
-1.897 0.131 1.111
-0.037 1.996 -1.140
0.147 0.108 0.808
-1.372 -1.254 0.178
-0.343 0.907 1.429
-0.148 0.856 -0.558
-0.297 -0.154 -0.263
0.414 0.623 -0.548
0.545 0.435 -0.648
-0.143 -0.357 0.717
0.805 0.563 -0.828
0.542 -0.717 -0.686
0.123 0.399 0.650
-0.102 -0.359 -0.007

Energy above the lowest of the compared OMol25 structures with the same formula, charge and spin (kcal per mole): 37.4
E_HOMO (eV): -6.44
Total energy (Eh): -12050.7412
LUMO (eV): -0.07
Orbital gap (eV): 6.4
Maximum force (eV/A): 2.9